C23H50FNO26P5S3 | ωB97M-V with the def2-TZVPD basis set

Geometry (Å):
S  -2.1038  -3.5319  3.1889
S  -1.4406  -6.5785  0.9902
S  0.0924  -0.7897  2.0957
P  -7.3893  -6.0355  3.1339
P  7.6477  4.5978  -7.1397
P  7.8049  5.7425  -1.0174
P  7.2059  1.0495  0.6548
P  -12.5363  -3.0246  2.1008
F  1.5274  -0.6483  1.4565
O  6.6977  4.7320  -0.9756
O  -0.5642  0.4374  1.8586
O  7.7001  6.8861  0.1326
O  -11.7302  -4.0637  3.0042
O  -11.7907  -1.7117  2.7165
O  7.6306  -0.3188  1.0337
O  -6.1680  -5.0305  3.3487
O  7.5137  2.9751  -7.1459
O  8.9915  5.0795  -6.7812
O  -8.9397  -6.2064  3.5450
O  -2.9741  -0.3757  3.0110
O  -6.7904  -7.3822  3.1590
O  7.7075  1.9265  1.9342
O  0.2625  -1.1399  3.4655
O  -4.8023  -1.4726  2.4176
O  -13.9548  -3.1008  2.4867
O  -2.2682  -0.9846  0.0721
O  -7.7312  -5.5101  1.6237
O  -0.4832  -1.4800  -1.2291
O  6.9371  0.7784  -0.9472
O  7.0200  6.6724  -2.1445
O  -12.5635  -2.4594  0.5854
O  6.7144  4.8011  -5.8575
O  7.6057  4.7314  -8.7542
O  5.6403  1.3796  0.9386
O  8.8785  4.8352  -0.1756
N  -2.0416  -3.9421  0.5018
C  6.9500  1.8349  3.1381
C  -0.5565  -2.1947  1.1076
C  -1.8953  -2.8568  1.5408
C  6.3179  1.7091  -1.8509
C  4.6833  0.3212  0.8826
C  -1.8908  -5.0955  0.8464
C  -1.0611  -1.5056  -0.1808
C  8.6659  2.1909  -7.4464
C  -2.9346  -1.7999  1.0599
C  1.0523  -3.8251  1.9802
C  -9.8335  -6.7464  2.5766
C  7.5008  7.9753  -2.5253
C  6.4083  7.2535  0.6178
C  -11.4703  -3.7410  4.3728
C  0.6422  -3.1021  0.9512
C  8.6944  4.7523  1.2320
C  -12.5579  -0.5373  2.9590
C  -11.3486  -2.0448  -0.0711
C  6.5227  4.1692  -9.5178
C  -3.6176  -1.1226  2.2720
C  -6.3372  -3.5860  3.1804
C  -6.9160  -5.9626  0.5489
C  6.8483  3.8830  -4.7671
H  3.8819  0.6108  0.2031
H  -10.1027  -5.9903  1.8444
H  -10.6453  -3.0380  4.4546
H  4.2615  0.1765  1.8769
H  -6.0633  -6.5447  0.8976
H  5.7570  3.7221  -8.8879
H  9.5118  2.8055  -7.7527
H  9.2739  3.9121  1.6065
H  6.3397  2.9473  -4.9862
H  -11.2489  -2.5896  -1.0078
H  -7.3729  -3.3235  2.9669
H  9.0646  5.6544  1.7172
H  0.7818  -3.5992  2.9997
H  -3.7416  -2.3270  0.5623
H  -10.7360  -7.0475  3.1059
H  6.1143  2.6675  -1.3825
H  6.3416  6.9659  1.6670
H  1.1756  -3.1201  0.0118
H  -9.4021  -7.6189  2.0856
H  8.9375  1.6171  -6.5604
H  -7.5240  -6.5763  -0.1186
H  -1.4417  -2.6438  3.9422
H  8.4194  1.4980  -8.2518
H  -12.0746  0.3068  2.4652
H  6.3707  4.3319  -3.8973
H  -6.5503  -5.0957  -0.0032
H  -11.1828  -4.6718  4.8563
H  6.7038  0.7967  3.3595
H  7.5824  2.2336  3.9302
H  -10.4655  -2.2130  0.5411
H  6.7423  8.7067  -2.2461
H  6.0442  2.4348  3.0781
H  8.4380  8.2332  -2.0367
H  5.6080  6.7723  0.0577
H  -6.0126  -3.0849  4.0855
H  6.2971  8.3354  0.5407
H  7.8980  3.7008  -4.5360
H  -13.5781  -0.6296  2.5878
H  6.0774  4.9513  -10.1298
H  6.9359  3.4026  -10.1717
H  5.1204  -0.6143  0.5354
H  1.7300  -4.6584  1.8485
H  -12.3643  -3.3393  4.8487
H  -5.7092  -3.2562  2.3646
H  5.3818  1.2731  -2.2027
H  -11.4318  -0.9812  -0.2890
H  7.6515  4.5911  1.5030
H  -12.5795  -0.3501  4.0329
H  7.6361  8.0021  -3.6049
H  6.9768  1.8575  -2.7064

Calculated values
* E_tot: -161055.2794 eV
* frontier orbital gap: 0.1794 Eh
* net charge: -1
* HOMO level: -0.2058 Eh

C23H51AlBBr2CsF6K2N2O8S | ωB97M-V with the def2-TZVPD basis set

Geometry (Å):
Cs  3.2062  2.1348  4.3166
Br  -1.0348  1.2262  1.7740
Br  -3.8625  2.7426  -7.1415
K  -1.8200  4.6317  -3.8958
K  -5.4033  -3.6151  -8.3435
S  -7.2262  1.2087  -7.4688
Al  4.1547  -1.2261  -5.1118
F  4.2399  -2.2534  -6.4479
F  2.5171  -0.8565  -4.8128
F  4.8203  -1.9668  -3.7481
F  -3.9531  -0.3862  -4.6271
F  4.9859  0.2370  -5.4450
F  5.5713  0.1813  -7.5276
O  0.6782  1.3168  -1.3046
O  0.9787  -0.1067  8.0942
O  5.0037  2.9160  6.4194
O  -0.7252  2.1253  -2.7295
O  -0.6943  -1.1713  -7.2174
O  -1.5256  1.4586  -0.7148
O  -1.8094  -2.7400  -5.8266
O  -3.7954  0.6444  -10.6144
N  -4.3963  -1.7455  -6.8871
N  1.4005  -0.8746  7.1341
C  -0.4308  -0.3902  5.4709
C  6.2092  3.5513  8.4185
C  -0.5894  -2.4008  6.9549
C  4.8361  1.4494  8.3416
C  0.7296  -0.7600  -0.0077
C  -0.8953  -1.8393  5.5693
C  1.1234  0.6937  -0.0564
C  -4.6496  1.1382  -6.3584
C  1.7600  -3.2991  6.6158
C  -0.2213  1.0971  -6.3537
C  0.8816  -2.2603  7.3670
C  -3.5334  0.1993  -5.8123
C  0.1629  -0.4034  -6.3092
C  1.0432  -0.2265  5.8357
C  1.9046  -0.8096  4.6825
C  -0.5958  1.5965  -1.4526
C  -5.7085  -1.0387  -6.9036
C  4.9630  2.8866  7.8627
C  -5.6101  0.4277  -7.3530
C  -2.0637  2.3664  -3.0743
C  1.3758  1.2691  5.8414
C  -3.2215  -0.8326  -6.8758
C  0.9846  -2.6657  8.8357
B  -1.8222  -1.6092  -6.6327
H  -5.0910  0.4352  -8.3157
H  2.4183  1.4351  6.1220
H  0.7440  1.8436  6.5174
H  -4.2494  -2.4548  -7.6568
H  7.1078  3.0234  8.0880
H  0.5521  1.6695  -6.8615
H  -2.6702  0.8122  -5.5653
H  -1.0467  0.2267  6.1328
H  4.7814  1.4000  9.4281
H  -5.2416  1.4893  -5.5109
H  -6.5089  -1.5845  -7.4665
H  1.1249  -1.2290  0.8927
H  -1.1148  1.1976  -6.9752
H  -7.3454  1.4496  -8.7856
H  2.4044  -3.8441  7.3052
H  0.7217  -3.7186  8.9366
H  6.1948  3.5632  9.5077
H  0.7229  1.2929  0.8325
H  5.6928  0.8558  8.0089
H  -4.3358  -2.2857  -5.9976
H  -6.0676  -1.0159  -5.8729
H  2.0015  -2.5369  9.2103
H  -3.1147  -0.3708  -7.8602
H  -1.9688  -1.8854  5.3835
H  1.2279  1.7010  4.8489
H  1.1120  -1.2890  -0.8853
H  4.0804  3.4519  8.1631
H  -2.0695  -3.4866  -6.3889
H  3.9398  0.9797  7.9297
H  6.2898  4.5777  8.0597
H  5.7831  2.4199  6.1376
H  0.3079  -2.1021  9.4757
H  -0.8805  -3.4516  6.9989
H  0.1604  -0.8190  -5.3034
H  1.6057  -1.8089  4.3828
H  1.1753  -0.4659  -6.6879
H  -3.0527  0.6090  -11.2275
H  -0.3525  -0.8769  -0.0029
H  -3.7048  1.5042  -10.1886
H  1.8127  -0.1993  3.7795
H  2.4453  -2.8573  5.8987
H  2.2155  0.7613  -0.0532
H  1.1541  -4.0333  6.0843
H  -2.6079  1.4271  -3.1786
H  2.9676  -0.8296  4.9553
H  -0.3943  1.4701  -5.3412
H  -2.5548  3.0157  -2.3355
H  -2.0599  2.8677  -4.0333
H  -0.4251  -2.4550  4.7968
H  -0.6067  -0.0176  4.4557
H  -1.2228  -1.8819  7.6816

Calculated values
* E_tot: -251723.9661 eV
* frontier orbital gap (spin up / spin down): 0.0496 / 0.0495 Eh
* multiplicity: 2
* net charge: +1
* HOMO level (spin up / spin down): -0.2443 / -0.2441 Eh

C23H52IrOP4 | ωB97M-V with the def2-TZVPD basis set

Geometry (Å):
Ir  0.6806  -0.1176  0.7418
P  -0.9676  0.0100  2.7450
P  -0.2607  1.6065  -0.4647
P  2.3335  0.8734  1.9749
P  2.0620  -0.6323  -1.0439
O  -1.6817  0.3562  -6.3536
C  -1.6919  -0.7880  4.2522
C  -3.2578  -2.9088  -7.0418
C  -1.6326  1.2432  -1.6705
C  3.8525  -0.1704  2.1866
C  1.2371  -0.8458  -2.6868
C  -1.2418  -3.2133  -5.7586
C  -2.4880  -0.3820  1.7517
C  2.0959  1.2790  3.7701
C  3.4859  0.4378  -1.5548
C  -1.0242  1.7867  3.3060
C  3.1464  2.4740  1.4929
C  0.9678  -2.1548  1.4113
C  -3.8209  0.1862  2.2619
C  -0.0951  -2.1305  0.4166
C  -1.0265  -1.8377  -5.7481
C  -3.0545  -1.5288  -7.0392
C  -1.0672  3.0396  0.4046
C  0.7721  2.6647  -1.5941
C  -0.9998  2.1338  4.8097
C  -1.9370  -0.9945  -6.3911
C  -2.3551  -3.7584  -6.4031
C  2.9761  -2.2417  -1.0192
C  -0.6259  -1.1398  5.2908
H  3.5344  2.4030  0.4740
H  3.1625  1.4677  -1.7095
H  1.9172  -2.6146  1.1509
H  1.3960  2.1115  3.8742
H  -1.8719  1.7237  5.3511
H  -1.9113  2.7083  1.0131
H  -2.5139  -0.2105  4.7092
H  -4.1282  -3.3172  -7.5474
H  0.1629  3.4571  -2.0439
H  -4.1152  -0.2318  3.2422
H  -0.2698  2.3511  2.7641
H  2.2768  -3.0753  -0.9175
H  -1.0691  3.2378  4.9120
H  -1.1166  -2.3368  0.7418
H  4.2898  -0.4042  1.2126
H  0.0903  -2.5889  -0.5568
H  -1.9924  2.1493  -2.1742
H  -0.0845  1.8306  5.3397
H  0.4096  -1.5505  -2.5706
H  -2.3299  0.0274  0.7597
H  -2.3870  0.8184  -6.8345
H  1.6853  0.4090  4.2910
H  2.3961  3.2709  1.5148
H  3.9374  0.0608  -2.4794
H  3.5361  -2.3575  -1.9532
H  -2.4637  0.7696  -1.1428
H  -2.5160  -4.8318  -6.4069
H  -1.9999  2.1934  3.0126
H  3.5575  -1.1139  2.6545
H  3.9683  2.7401  2.1699
H  1.5842  3.1213  -1.0215
H  4.2456  0.4329  -0.7686
H  0.7108  -2.3629  2.4462
H  -0.1355  -0.2585  5.7270
H  -0.1650  -1.4035  -5.2505
H  -1.4301  3.7790  -0.3186
H  1.2096  2.0701  -2.3989
H  -3.7609  -0.8680  -7.5388
H  -2.1096  -1.7720  3.9481
H  -1.2742  0.5329  -2.4195
H  4.6099  0.3250  2.8064
H  -4.6224  -0.0974  1.5470
H  -0.3352  3.5159  1.0642
H  0.8286  0.1047  -3.0361
H  3.0473  1.5585  4.2384
H  -1.0974  -1.7016  6.1241
H  3.6724  -2.2689  -0.1773
H  -0.5316  -3.8651  -5.2575
H  0.1539  -1.7847  4.8331
H  -3.8142  1.2905  2.3113
H  -2.6544  -1.4684  1.6834
H  1.9391  -1.2254  -3.4379

Calculated values
* E_tot: -66708.2864 eV
* frontier orbital gap (spin up / spin down): 0.2203 / 0.1928 Eh
* multiplicity: 5
* net charge: +3
* HOMO level (spin up / spin down): -0.4921 / -0.6241 Eh